1.
# C30H40BrMnN2O4

A molecular structure, C30H40BrMnN2O4 (wB97M-V/def2-TZVPD, the OMol25 dataset).

Last column: Mulliken charge in e.
Element x y z (Å)
Mn (-0.25161, -0.28338, 0.59877)  1.630
C (-2.46698, -2.31035, 2.36579)  -1.169
O (-1.10544, -1.92023, 2.16667)  0.308
C (-0.37047, -2.01778, 3.38358)  -0.676
C (1.01749, -1.47395, 3.13274)  -0.661
O (0.98138, -0.23473, 2.40586)  -0.395
C (0.77484, 0.95058, 3.18960)  -0.579
C (-0.69735, 1.20595, 3.44677)  -1.080
O (-1.40038, 0.84714, 2.26412)  0.650
C (-2.78778, 1.19205, 2.33495)  -1.446
H (-2.52902, -3.37818, 2.58401)  0.290
H (-3.02089, -2.08786, 1.45910)  0.320
H (-2.89812, -1.74961, 3.19833)  0.352
H (-0.29589, -3.06145, 3.70575)  0.559
H (-0.89402, -1.46451, 4.16784)  0.309
H (1.59029, -2.15693, 2.51428)  -0.013
H (1.55194, -1.32992, 4.07335)  0.532
H (1.20709, 1.76162, 2.60700)  0.119
H (1.32927, 0.87613, 4.12644)  0.537
H (-0.84084, 2.26930, 3.66715)  0.503
H (-1.08721, 0.63512, 4.29334)  0.503
H (-2.91104, 2.27611, 2.32984)  0.330
H (-3.22627, 0.77785, 3.24523)  0.477
H (-3.27942, 0.76310, 1.46665)  0.260
Br (-1.89989, 7.21853, 0.27490)  -0.113
C (-1.82759, 5.36563, -0.00208)  -0.352
C (-0.84695, 4.61109, 0.62551)  -1.145
C (-0.80511, 3.24425, 0.41397)  0.541
C (-1.71742, 2.61757, -0.42223)  -0.616
C (-2.70684, 3.38549, -1.03513)  -0.842
C (-2.76044, 4.75274, -0.82965)  -0.741
N (-1.61077, 1.19652, -0.57932)  1.465
C (-2.25575, 0.60787, -1.50432)  -1.025
C (-2.27969, -0.85737, -1.58702)  0.494
C (-3.06889, -1.48949, -2.53141)  -0.877
C (-3.15719, -2.87509, -2.50980)  -0.817
C (-2.45794, -3.56711, -1.53944)  -0.889
C (-1.67241, -2.85667, -0.64285)  -0.928
N (-1.57197, -1.52800, -0.66180)  1.224
H (-0.12316, 5.09272, 1.26862)  0.539
H (-0.03472, 2.65743, 0.89119)  0.573
H (-3.46905, 2.94201, -1.66025)  0.449
H (-3.53232, 5.34263, -1.30325)  0.464
H (-2.84949, 1.14192, -2.24194)  0.456
H (-3.61718, -0.90391, -3.25690)  0.557
H (-3.77199, -3.39799, -3.22971)  0.472
H (-2.50660, -4.64463, -1.47152)  0.539
H (-1.11212, -3.37050, 0.12484)  0.497
C (1.00771, -3.32268, -2.34484)  -1.354
C (2.18829, -3.08303, -1.39793)  0.502
C (1.84262, -3.28723, 0.06991)  -1.527
C (2.84208, -1.76827, -1.74651)  0.031
C (3.92405, -1.82546, -2.58794)  -0.963
C (4.56831, -0.67328, -3.03720)  -1.270
C (4.12797, 0.58374, -2.62273)  -0.837
C (3.05512, 0.73461, -1.78275)  0.235
C (2.65684, 2.13190, -1.39271)  0.316
C (2.70101, 2.34181, 0.11850)  -1.820
C (1.33886, 2.52175, -2.06188)  -1.370
C (2.34959, -0.45891, -1.32009)  0.329
O (1.33302, -0.36979, -0.53952)  1.171
H (0.50234, -4.25822, -2.10012)  0.409
H (1.35113, -3.38664, -3.37688)  0.459
H (0.28604, -2.50682, -2.28749)  0.194
H (2.94184, -3.83929, -1.63047)  0.716
H (0.99363, -2.68508, 0.38192)  -0.148
H (2.69294, -3.04097, 0.70760)  0.559
H (1.58939, -4.33516, 0.24107)  0.474
H (4.28894, -2.79264, -2.91002)  0.501
H (5.41638, -0.75495, -3.70379)  0.434
H (4.65019, 1.46592, -2.97001)  0.492
H (3.42738, 2.78244, -1.81246)  0.843
H (2.02024, 1.66729, 0.63314)  0.151
H (2.43617, 3.37118, 0.36323)  0.460
H (3.70343, 2.15157, 0.50413)  0.546
H (0.53644, 1.84247, -1.78314)  -0.031
H (1.44504, 2.48803, -3.14673)  0.456
H (1.04893, 3.53405, -1.78188)  0.458

Output
**Multiplicity**: 5
**E_HOMO (alpha / beta)**: -13.56 / -13.56 eV
**Energy relative to the best compared isomer or geometry (same formula, charge and spin)**: 0.0 kJ/mol
**Kohn-Sham gap (alpha / beta)**: 7.3 / 6.1 eV
**Net charge**: +2


2.
# C28H44FN3O4S4Ti

A molecular structure, C28H44FN3O4S4Ti at a distorted geometry (wB97M-V/def2-TZVPD, the OMol25 dataset).

Last column: Mulliken charge in e.
Element x y z (Å)
Ti (-0.00752, -0.12594, 0.00362)  0.167
C (3.10608, -1.93121, 0.17495)  -0.845
C (2.88337, -2.08119, -1.32383)  -0.746
S (1.14058, -1.81389, -1.80710)  -0.039
C (1.24180, -0.61759, -3.18693)  -0.798
C (2.01923, 0.65458, -2.91055)  -0.829
S (1.35527, 1.58069, -1.47381)  -0.026
C (2.89731, 1.99199, -0.58781)  -0.870
C (3.64159, 0.80920, 0.01309)  -0.761
S (2.54638, -0.35923, 0.90596)  0.054
H (2.55765, -2.69253, 0.73049)  0.473
H (4.16550, -2.04542, 0.40458)  0.473
H (3.50857, -1.40334, -1.90048)  0.333
H (3.14122, -3.09909, -1.61334)  0.515
H (1.65197, -1.12501, -4.05957)  0.509
H (0.19383, -0.38742, -3.38596)  0.409
H (3.07378, 0.46028, -2.72614)  0.374
H (1.94718, 1.31481, -3.77372)  0.548
H (3.53621, 2.52500, -1.29089)  0.490
H (2.57815, 2.69082, 0.18561)  0.403
H (4.17843, 0.24302, -0.74469)  0.365
H (4.36946, 1.17598, 0.73530)  0.576
C (-5.81057, -2.63991, 4.01160)  -0.941
C (-4.53014, -3.45650, 3.85828)  -1.121
N (-3.68366, -2.95661, 2.78030)  0.223
C (-2.69626, -2.07336, 3.09702)  -0.265
C (-1.86626, -1.50781, 2.17888)  0.220
C (-0.88324, -0.50282, 2.69608)  0.183
O (-0.78955, -0.26323, 3.87835)  -0.703
O (-0.17957, 0.14919, 1.78267)  -0.370
C (-2.01902, -1.85526, 0.79787)  1.081
O (-1.16245, -1.44767, -0.14254)  -0.423
C (-3.12299, -2.68169, 0.44653)  1.012
C (-3.42560, -2.95802, -0.89240)  -0.738
C (-4.48326, -3.77601, -1.22887)  0.193
F (-4.71862, -3.92516, -2.55680)  -0.371
C (-5.28174, -4.39672, -0.27280)  -1.336
C (-4.98280, -4.09866, 1.07244)  -0.583
C (-3.95307, -3.25354, 1.44668)  -0.005
N (-6.30918, -5.33995, -0.54916)  0.243
C (-6.51538, -5.82595, -1.91193)  -0.789
C (-7.53867, -6.97293, -1.87863)  -0.746
N (-7.48434, -7.59285, -0.52139)  -0.120
C (-8.05255, -6.65493, 0.49917)  -0.783
C (-7.57797, -5.23488, 0.15274)  -0.494
H (-6.43230, -3.05478, 4.80469)  0.425
H (-6.38669, -2.62986, 3.08516)  0.259
H (-5.56750, -1.60994, 4.27437)  0.312
H (-4.75528, -4.50842, 3.68231)  0.474
H (-3.95285, -3.40631, 4.77914)  0.471
H (-2.58078, -1.81167, 4.13968)  0.577
H (-2.83112, -2.51592, -1.67866)  0.597
H (-5.57739, -4.57884, 1.83551)  0.559
H (-5.56775, -6.19355, -2.29750)  0.510
H (-6.88168, -5.05250, -2.59323)  0.436
H (-7.30177, -7.71878, -2.63329)  0.388
H (-8.55630, -6.62516, -2.04342)  0.340
H (-6.49902, -7.74181, -0.29414)  0.377
H (-7.96462, -8.49099, -0.49711)  0.342
H (-7.69788, -6.97237, 1.47758)  0.433
H (-9.13822, -6.72786, 0.47434)  0.371
H (-7.47315, -4.66280, 1.06810)  0.303
H (-8.32920, -4.72082, -0.46151)  0.310
C (-5.34519, 0.60486, 1.06117)  -0.686
C (-4.90857, 2.07171, 1.09016)  -0.536
C (-3.72130, 2.34234, 0.16521)  -0.940
S (-2.24141, 1.58326, 0.90871)  0.947
O (-1.35677, 1.26625, -0.32268)  -0.645
C (-1.46525, 3.02876, 1.72141)  -1.176
C (-0.60102, 3.90812, 0.82493)  0.510
C (-1.35377, 4.90278, -0.05916)  -1.486
H (-6.05965, 0.40060, 1.85823)  0.391
H (-4.48972, -0.06376, 1.18699)  -0.048
H (-5.82650, 0.36823, 0.11093)  0.311
H (-4.63864, 2.36129, 2.11090)  0.281
H (-5.74296, 2.70764, 0.79407)  0.432
H (-3.54699, 3.40247, 0.01404)  0.352
H (-3.82776, 1.84532, -0.79967)  0.494
H (-0.86432, 2.57556, 2.51045)  0.470
H (-2.28183, 3.58626, 2.18451)  0.560
H (0.01826, 3.26804, 0.19897)  -0.486
H (0.06934, 4.46345, 1.48352)  0.507
H (-1.80167, 4.42127, -0.92764)  0.337
H (-0.66944, 5.66556, -0.42840)  0.447
H (-2.13268, 5.41090, 0.51244)  0.340

Output
**Multiplicity**: 3
**E_HOMO (alpha / beta)**: -9.51 / -12.51 eV
**Energy relative to the best compared isomer or geometry (same formula, charge and spin)**: 48.7 kJ/mol
**Kohn-Sham gap (alpha / beta)**: 5.2 / 8.2 eV
**Net charge**: +2